# 1
C8H12CuNO11 as an isolated structure. Source: the Open Molecules 2025 dataset; level of theory: the ωB97M-V functional and the def2-TZVPD basis.

Values from the calculation:
LUMO (spin up / spin down): 5.4812 / 2.3016 eV
⟨S²⟩: 2.0148
Multiplicity: 3
Net charge: -2
HOMO-LUMO gap (spin up / spin down): 0.2964 / 0.1694 hartree
HOMO energy (spin up / spin down): -2.6 / -2.3 eV

```
33
Properties=species:S:1:pos:R:3:lowdin_charge:R:1
Cu -0.05236 -0.19947 -0.45498 0.739
N 0.08907 1.34753 -3.48176 -0.695
O -0.00284 2.52019 -3.37015 0.008
O -0.26161 0.59799 -2.59514 -0.030
O 0.45400 0.84657 -4.49930 -0.004
C -3.97875 1.13821 0.33436 -0.020
C -2.55059 0.60554 0.33253 -0.734
O -1.59495 1.40881 0.45787 -0.048
O -2.27240 -0.52877 -0.05504 -0.022
H -4.73063 0.48395 0.77560 0.058
H -4.33895 1.28477 -0.68391 0.073
H -4.00296 2.06129 0.91354 0.062
C 1.10823 3.56984 -0.27702 -0.021
C 2.06534 2.44861 -0.14641 -0.653
O 3.23978 2.75073 0.09713 0.006
O 1.63276 1.24858 -0.34253 0.055
H 0.14908 3.34012 0.18705 0.067
H 0.80708 3.85519 -1.28499 0.070
H 1.43681 4.49420 0.19804 0.069
C 1.52123 -3.93812 -1.45495 0.014
C 0.95979 -2.51390 -1.54033 -0.668
O -0.28705 -2.37895 -1.69803 0.067
O 1.60143 -1.47814 -1.44285 0.100
H 0.81733 -4.64094 -1.00923 0.077
H 2.29394 -3.90781 -0.68677 0.078
H 1.84119 -4.28810 -2.43638 0.072
C 0.63604 -1.29437 4.07647 -0.036
C 0.49665 -1.69637 2.61898 -0.764
O 0.54681 -0.83179 1.73025 -0.040
O 0.29803 -2.86778 2.27684 -0.055
H 1.30949 -0.45929 4.26931 0.058
H 1.06028 -2.08014 4.70153 0.056
H -0.29129 -0.89817 4.49024 0.064
```

# 2
C8H12F2N2O10 as an isolated structure. Source: the Open Molecules 2025 dataset; level of theory: the ωB97M-V functional and the def2-TZVPD basis.

Values from the calculation:
Energy relative to the best compared isomer or geometry (same formula, charge and spin): 224.7 kcal per mole
LUMO: -1.6822 eV
HOMO-LUMO gap: 0.3102 hartree
HOMO energy: -10.1 eV

```
34
Properties=species:S:1:pos:R:3:lowdin_charge:R:1
C 2.18527 -2.76240 -0.50376 0.098
N 1.46931 -1.61054 0.05498 -0.292
O 1.96557 -0.97589 0.98665 0.154
O 0.38802 -1.34855 -0.43940 -0.169
H 2.51132 -3.60136 0.11099 0.125
H 3.10131 -2.24931 -0.79652 0.113
H 1.82072 -3.06515 -1.48537 0.108
C 0.01439 4.12241 2.47038 0.041
N 1.32023 4.70216 2.01768 -0.426
O 2.04172 4.19160 1.19343 0.070
O 1.53295 5.82136 2.39404 0.059
H 0.04975 3.10267 2.85377 0.104
H -0.63090 4.33070 1.61696 0.089
H -0.34096 4.81320 3.23500 0.100
C -2.25759 -2.10755 -2.14814 -0.041
C -1.10832 -2.06491 -1.21203 -0.430
O -0.59786 -3.36106 -1.47094 0.109
C -1.68639 -4.21219 -1.68436 -0.510
O -1.68239 -5.41727 -1.73069 0.172
O -2.72893 -3.42578 -1.85987 0.106
F -1.47203 -1.93076 0.08746 0.113
H -1.99703 -1.99143 -3.20015 0.151
H -2.72599 -1.15847 -1.88744 0.150
H -0.33337 -1.34511 -1.47559 0.084
C 0.31694 0.47565 -0.35680 -0.120
C -0.46741 0.62781 0.93996 -0.218
O -0.84976 1.94505 0.98738 0.177
C -0.07522 2.60659 0.19201 -0.706
O -0.13792 3.75831 0.00788 0.143
O 0.59787 1.82875 -0.54531 0.170
F 0.22131 0.32885 2.13643 0.042
H -0.39165 0.08580 -1.08757 0.153
H 1.26339 -0.05984 -0.28201 0.118
H -1.31634 -0.05332 0.88095 0.160
```

# 3
One molecule with the formula C8H12FN3O2S. Source: the Open Molecules 2025 dataset; level of theory: the ωB97M-V functional and the def2-TZVPD basis.

Values from the calculation:
LUMO: -1.2750 eV
HOMO-LUMO gap: 0.3082 hartree
HOMO energy: -9.7 eV
SMILES: CCCNN(c1ccncc1)S(=O)(=O)F

```
27
Properties=species:S:1:pos:R:3:lowdin_charge:R:1
C -2.08728 -1.29610 -1.34265 -0.129
C -0.88682 -2.09110 -0.63419 -0.223
C -0.92836 -1.98585 0.98231 -0.178
N -0.70109 -0.57812 1.41787 -0.089
N 0.61135 -0.18891 1.16674 -0.225
C 0.68553 0.80427 0.08286 -0.199
C 1.76742 0.77441 -0.99593 0.017
C 1.74137 1.79623 -2.10399 -0.130
N 0.85629 2.86542 -2.37317 0.040
C -0.10570 2.86463 -1.33577 -0.133
C -0.30018 1.95046 -0.15456 0.009
S 1.55769 0.19632 2.53770 0.823
O 2.12985 1.59759 2.52805 -0.299
O 2.75098 -0.73783 2.52236 -0.319
F 0.80857 -0.03091 4.00838 -0.198
H -2.34220 -1.76058 -2.36086 0.076
H -1.84007 -0.19649 -1.56653 0.062
H -3.01151 -1.27252 -0.66900 0.074
H -0.91922 -3.16677 -0.99891 0.105
H 0.08549 -1.64343 -1.06114 0.096
H -0.01887 -2.60571 1.33244 0.125
H -1.91051 -2.38044 1.39235 0.127
H -1.03247 -0.38416 2.36624 0.120
H 2.58159 -0.01807 -0.96285 0.117
H 2.56821 1.68018 -2.89463 0.111
H -0.89249 3.69615 -1.44427 0.110
H -1.16757 2.11132 0.56115 0.110
```

# 4
One molecule with the formula C8H12N2. Source: the Open Molecules 2025 dataset; level of theory: the ωB97M-V functional and the def2-TZVPD basis.

Values from the calculation:
Energy relative to the best compared isomer or geometry (same formula, charge and spin): 29.8 kcal per mole
LUMO: 0.6645 eV
HOMO-LUMO gap: 0.4359 hartree
HOMO energy: -11.2 eV
SMILES: CC(C)(C#N)C(C)(C)C#N

```
22
Properties=species:S:1:pos:R:3:lowdin_charge:R:1
C 0.64048 1.03398 1.50243 -0.035
C 0.59266 0.58534 0.04482 -0.447
C 0.25004 1.65377 -1.01700 -0.026
C 1.89620 -0.07384 -0.23332 -0.191
C -0.58898 -0.57234 -0.04742 -0.482
C -0.60551 -1.16175 -1.40180 -0.056
C -0.33286 -1.57403 1.08599 -0.027
C -1.91261 0.13281 0.05308 -0.185
H 1.38151 1.83144 1.56390 0.097
H -0.31385 1.38827 1.87301 0.100
H 1.04794 0.22370 2.06607 0.070
H 0.96270 2.49462 -0.85861 0.104
H 0.37395 1.31471 -2.01745 0.074
H -0.73956 2.07865 -0.85627 0.085
H -0.86997 -0.33635 -2.02566 0.070
H -1.42639 -1.94220 -1.52849 0.128
H 0.31744 -1.62678 -1.74087 0.098
H -0.31943 -1.22080 2.09499 0.071
H -1.04017 -2.35230 1.03761 0.073
H 0.70567 -1.97159 0.85141 0.118
N 2.95341 -0.51272 -0.44697 0.182
N -2.97271 0.60740 0.00055 0.179
```

# 5
One molecule with the formula C8H12N2. Source: the Open Molecules 2025 dataset; level of theory: the ωB97M-V functional and the def2-TZVPD basis.

Values from the calculation:
Energy relative to the best compared isomer or geometry (same formula, charge and spin): 56.1 kcal per mole
LUMO: 0.9631 eV
HOMO-LUMO gap: 0.3063 hartree
HOMO energy: -7.4 eV
SMILES: Cc1cc(N)c(C)cc1N

```
22
Properties=species:S:1:pos:R:3:lowdin_charge:R:1
C 2.71171 1.24488 0.12771 -0.032
C 1.26995 0.64061 0.01152 -0.277
C 0.14779 1.31780 0.11992 -0.001
C -1.13962 0.72375 -0.14056 -0.265
C -1.31937 -0.60255 0.01778 -0.276
C -2.72019 -1.21515 0.13581 -0.046
C -0.17007 -1.39213 0.12795 0.076
C 1.19782 -0.66244 -0.10888 -0.261
H 2.72968 2.29491 -0.03011 0.042
H 3.19975 1.20760 1.19285 0.104
H 3.51266 0.60558 -0.34061 0.072
H 0.03665 2.30648 0.22820 0.076
H -2.00522 2.61113 -0.14254 0.087
H -3.08940 1.39496 -0.29406 0.050
H -3.25932 -0.80726 1.00300 0.084
H -3.28888 -1.01493 -0.72490 0.048
H -2.60295 -2.35205 0.11937 0.096
H -0.34505 -2.47762 0.46368 0.123
H 2.55693 -2.15525 0.21367 0.045
H 2.35349 -1.92351 -1.22948 0.090
N -2.16009 1.65212 -0.39201 0.117
N 2.38373 -1.39695 -0.35831 0.049
```

# 6
A 2-piece molecular cluster, C8H12N2O overall. Source: the Open Molecules 2025 dataset; level of theory: the ωB97M-V functional and the def2-TZVPD basis.

Values from the calculation:
Energy relative to the best compared isomer or geometry (same formula, charge and spin): 78.4 kcal per mole
LUMO: 0.5464 eV
HOMO-LUMO gap: 0.3705 hartree
HOMO energy: -9.5 eV
SMILES: CNC(C)=O.c1ccncc1

```
23
Properties=species:S:1:pos:R:3:lowdin_charge:R:1
C -3.53113 0.97593 -0.96505 0.012
C -3.00762 -0.09027 0.08383 -0.468
C -0.84206 -0.55951 1.18241 -0.140
C 3.40937 0.65123 0.47265 -0.207
C 3.72785 -0.48466 -0.24595 -0.098
C 2.61556 -1.13806 -0.65327 -0.079
C 1.24952 -0.59574 -0.56454 -0.109
C 1.19225 0.58357 0.07170 -0.216
H -2.69823 1.54804 -1.32053 0.060
H -4.10146 1.65360 -0.30917 0.082
H -4.32008 0.55511 -1.54596 0.070
H -1.22306 0.86683 -0.18136 0.057
H -1.41307 -1.51896 1.64498 0.130
H 0.23455 -1.04512 0.98108 0.100
H -0.86580 0.11748 2.07661 0.103
H 4.31982 1.17099 0.83029 0.112
H 4.78589 -0.75221 -0.68914 0.152
H 2.83493 -1.99068 -1.35562 0.115
H 0.45043 -1.14760 -1.23825 0.164
H 0.25234 1.01261 0.39943 0.076
N -1.64470 0.04509 0.10602 -0.019
N 2.25056 1.18651 0.66958 0.090
O -3.67588 -1.04416 0.55024 0.014
```

# 7
A 2-piece molecular cluster, C8H12N2O overall. Source: the Open Molecules 2025 dataset; level of theory: the ωB97M-V functional and the def2-TZVPD basis.

Values from the calculation:
Energy relative to the best compared isomer or geometry (same formula, charge and spin): 63.2 kcal per mole
LUMO: 0.6510 eV
HOMO-LUMO gap: 0.3514 hartree
HOMO energy: -8.9 eV
SMILES: CNC(C)=O.c1ccncc1

```
23
Properties=species:S:1:pos:R:3:lowdin_charge:R:1
C 2.29786 -1.92023 -2.14820 -0.153
C 3.12259 -1.10231 -1.38018 -0.086
C 2.57456 -0.07791 -0.56299 -0.052
C 1.17805 0.03291 -0.53324 -0.034
C 0.43163 -0.89793 -1.31712 -0.168
C -2.09736 -0.40831 0.18909 -0.035
C -1.52170 0.70746 1.07840 -0.565
C -2.41701 2.37772 2.74864 -0.063
H 2.65383 -2.81498 -2.67680 0.100
H 4.18527 -1.24462 -1.30702 0.087
H 3.21587 0.66145 -0.08655 0.102
H 0.58053 0.72122 -0.01673 0.029
H -0.60398 -0.84000 -1.42260 0.022
H -3.26523 -0.85808 0.61510 0.162
H -1.29081 -1.33972 0.20559 0.125
H -2.14204 -0.09497 -0.94686 0.104
H -3.35746 0.99785 1.40409 0.059
H -1.36013 2.79432 2.59318 0.107
H -3.38111 3.05360 2.70769 0.120
H -2.41314 1.84462 3.71177 0.074
N 0.93826 -1.75297 -2.22316 0.050
N -2.53533 1.34096 1.73667 -0.027
O -0.38173 0.96688 1.27227 0.045
```

# 8
A 2-piece molecular cluster, C8H12N2O2 overall. Source: the Open Molecules 2025 dataset; level of theory: the ωB97M-V functional and the def2-TZVPD basis.

Values from the calculation:
Energy relative to the best compared isomer or geometry (same formula, charge and spin): 222.8 kcal per mole
LUMO (spin up / spin down): -0.0251 / -2.1455 eV
HOMO-LUMO gap (spin up / spin down): 0.3033 / 0.1962 hartree
HOMO energy (spin up / spin down): -8.3 / -7.5 eV

```
24
Properties=species:S:1:pos:R:3:lowdin_charge:R:1
C -1.39657 2.10375 -0.31726 -0.048
C -0.08791 1.99980 -0.02659 -0.051
C -2.20639 0.82572 -0.34385 -0.174
C -1.01595 -0.65671 1.26723 -0.080
C 0.56405 -0.26931 1.35664 -0.115
C -1.31081 -0.38722 -0.32438 -0.291
C 0.49613 0.70366 0.20317 -0.167
C 0.70580 -1.39351 -1.39365 -0.031
N 0.03824 -0.19043 -0.85577 -0.127
N 3.53548 -0.26595 -0.20204 -0.142
O 3.40831 -1.08619 0.72534 0.025
O 4.52389 0.08830 -0.79414 0.086
H -1.96738 3.10868 -0.50484 0.142
H 0.49307 2.83708 0.01636 0.071
H -3.01365 0.61061 0.35713 0.117
H -2.70370 0.99197 -1.23581 0.081
H -1.05451 -1.71113 1.72585 0.114
H -1.70125 -0.04659 1.93575 0.110
H 0.74806 0.18536 2.30636 0.092
H 1.31913 -1.04259 1.18341 0.061
H -1.88648 -1.32995 -0.54931 0.152
H 1.21613 -1.21399 -2.22680 0.032
H 1.34105 -1.77203 -0.60120 0.061
H -0.04473 -2.08931 -1.70158 0.084
```

| no. | F_max (hartree/bohr) |
| --- | --- |
| 1 | 0.097 |
| 2 | 0.244 |
| 3 | 0.182 |
| 4 | 0.050 |
| 5 | 0.156 |
| 6 | 0.104 |
| 7 | 0.084 |
| 8 | 0.094 |